[1]
Density functional theory data (the ωB97M-V functional and the def2-TZVPD basis) for a 12-piece molecular cluster, C20H35Cl22IN2O overall.

```
! wB97M-V def2-TZVPD RIJCOSX def2/J DEFGRID3
* xyz 0 1
N 0.2698 -2.3828 1.8993
C -0.1341 -1.5807 1.1969
C -0.7681 -0.4984 0.4511
C -2.2261 -0.1211 0.9059
C -2.4012 -0.5154 2.3118
N -2.5776 -0.7492 3.4146
C -2.2789 1.4250 0.8051
C -3.6550 2.0662 1.0161
O -4.0820 2.8697 -0.0785
C -3.2893 -0.8047 -0.0101
C -4.1821 -1.8674 0.6372
C -5.2676 -1.2841 1.5417
I -6.9846 -0.6406 0.4708
H -0.7621 -0.7382 -0.6126
H -0.1324 0.3828 0.5897
H -1.5587 1.8447 1.5137
H -1.8966 1.6779 -0.1916
H -4.4165 1.2997 1.1981
H -3.6264 2.7186 1.8880
H -3.8758 2.4053 -0.8970
H -3.9349 -0.0487 -0.4708
H -2.7603 -1.2910 -0.8337
H -4.6699 -2.3972 -0.1816
H -3.6233 -2.6261 1.1935
H -5.5992 -2.0259 2.2663
H -4.9124 -0.4404 2.1291
Cl 1.4036 2.1378 -1.4950
C 2.0141 3.1209 -0.1527
Cl 1.5267 2.4641 1.4173
H 3.0960 3.1314 -0.1971
H 1.6186 4.1252 -0.2432
Cl 3.2059 4.9170 -2.6925
C 4.4405 3.8255 -3.3363
Cl 6.0214 4.6009 -3.4723
H 4.5302 2.9779 -2.6665
H 4.1285 3.5019 -4.3218
Cl 0.7643 6.5119 -1.5120
C 0.9235 8.1995 -2.0166
Cl 2.3570 8.9591 -1.3178
H 1.0106 8.2293 -3.0957
H 0.0454 8.7379 -1.6820
Cl 1.3222 -0.5557 -3.5702
C 2.4228 -1.4645 -2.5185
Cl 1.6730 -1.8014 -0.9581
H 2.6874 -2.3958 -3.0043
H 3.3003 -0.8532 -2.3447
Cl 4.7237 -3.0740 3.0997
C 3.0711 -3.6238 3.4510
Cl 3.0346 -5.2875 4.0405
H 2.6519 -2.9777 4.2119
H 2.4883 -3.5621 2.5413
Cl -7.3707 -4.6578 -2.6226
C -7.1404 -3.0309 -3.2755
Cl -5.6522 -2.2816 -2.7015
H -7.0915 -3.0976 -4.3561
H -7.9744 -2.4131 -2.9626
Cl 8.5963 -6.0022 3.9586
C 8.3357 -4.2959 3.5776
Cl 9.6021 -3.2560 4.2413
H 8.3314 -4.1866 2.5001
H 7.3846 -3.9970 4.0014
Cl 5.6540 -7.8235 5.2106
C 6.8732 -8.6896 6.1474
Cl 6.2852 -9.1713 7.7444
H 7.1531 -9.5832 5.6031
H 7.7264 -8.0345 6.2799
Cl -2.9713 -2.8579 -5.9026
C -1.9381 -3.8465 -4.8611
Cl -2.5801 -3.9732 -3.2208
H -1.8785 -4.8434 -5.2811
H -0.9617 -3.3850 -4.8121
Cl -4.3329 0.8865 -3.6188
C -5.7775 1.3556 -4.5313
Cl -6.8578 -0.0069 -4.8577
H -6.3233 2.0923 -3.9551
H -5.4546 1.7635 -5.4809
Cl 2.3949 7.7254 2.8985
C 2.5553 9.4369 2.4833
Cl 3.9645 10.1848 3.2442
H 2.6650 9.5102 1.4090
H 1.6672 9.9555 2.8230
*
```

For the highest occupied orbital energy, the calculation gives -9.35 eV. The lowest unoccupied orbital energy is -0.01 eV. The value obtained for the calculated total energy is -11389.66848 hartree. The SMILES is N#CC[C@@](C#N)(CCO)CCCI.ClCCl.ClCCl.ClCCl.ClCCl.ClCCl.ClCCl.ClCCl.ClCCl.ClCCl.ClCCl.ClCCl. The HOMO-LUMO gap is 9.344 eV.

=====

[2]
Density functional theory data (the ωB97M-V functional and the def2-TZVPD basis) for a 8-piece molecular cluster, C32H49NO14 overall.

```
! wB97M-V def2-TZVPD RIJCOSX def2/J DEFGRID3
* xyz 0 1
O -24.6995 -1.7855 12.5346
C -24.7068 -1.3645 11.3711
C -24.0768 -1.8854 10.0994
C -24.8593 -1.2142 8.9744
C -25.3789 0.0287 9.6337
O -25.4583 -0.2966 11.0399
H -23.0442 -1.5563 9.9832
H -24.0756 -2.9728 10.0240
H -24.2469 -0.9792 8.1038
H -25.6296 -1.8876 8.5987
H -24.7325 0.9018 9.5444
H -26.3723 0.2003 9.2193
O -22.5025 -3.9410 8.2804
C -21.8020 -3.3717 7.4502
C -20.2655 -3.3968 7.4442
C -20.0212 -2.8383 6.0253
C -21.2556 -2.1278 5.6006
O -22.2306 -2.7764 6.3534
H -19.7982 -2.9122 8.3014
H -20.1176 -4.4766 7.4621
H -19.2205 -2.1010 6.0830
H -19.8042 -3.5891 5.2655
H -21.2618 -1.0410 5.6836
H -21.4034 -2.3795 4.5504
O -21.6556 -7.4240 11.9544
C -21.3195 -6.2523 11.9493
C -21.6756 -5.1498 10.9655
C -21.3579 -3.8748 11.6825
C -20.3365 -4.3322 12.7363
O -20.5691 -5.7259 12.8827
H -21.0440 -5.3402 10.0978
H -22.6674 -5.2641 10.5281
H -20.8743 -3.0990 11.0889
H -22.2510 -3.3790 12.0628
H -19.2790 -4.1890 12.5143
H -20.5699 -3.7586 13.6333
O -23.6660 -7.1230 3.4224
C -23.7945 -5.9287 3.6888
C -24.0108 -5.2958 5.0946
C -24.7208 -4.0329 4.6619
C -24.0572 -3.6820 3.3309
O -23.7824 -4.9310 2.7970
H -24.5620 -5.8930 5.8210
H -23.0355 -5.1317 5.5529
H -25.7948 -4.1828 4.5520
H -24.6488 -3.2081 5.3709
H -24.7494 -3.0815 2.7407
H -23.1187 -3.1622 3.5237
O -18.5948 -7.1867 9.2406
C -17.8999 -6.1647 9.3398
C -17.2949 -5.5491 10.5913
C -16.3261 -4.5476 9.9528
C -16.7554 -4.3585 8.4726
O -17.4714 -5.5488 8.2152
H -17.9190 -4.9211 11.2271
H -16.7599 -6.2846 11.1920
H -16.3316 -3.6248 10.5329
H -15.2981 -4.8998 10.0382
H -17.2578 -3.3976 8.3612
H -15.9318 -4.2864 7.7623
O -20.9429 -0.7948 10.3566
C -20.8617 0.0240 9.4794
C -19.7753 0.9632 9.2083
C -20.3366 1.9541 8.2388
C -21.4447 1.1932 7.5923
O -21.7507 0.1501 8.5016
H -19.4633 1.4148 10.1500
H -19.0579 0.3413 8.6729
H -20.7728 2.7774 8.8044
H -19.5886 2.4160 7.5944
H -22.2688 1.8680 7.3608
H -21.1392 0.7107 6.6639
O -21.8802 -1.8903 1.9637
C -20.7878 -2.3579 1.7232
C -20.2287 -3.7069 2.1642
C -19.2183 -3.9920 1.1328
C -18.7291 -2.5458 0.7596
O -19.8850 -1.7705 0.9416
H -19.8168 -3.5755 3.1648
H -21.0482 -4.4252 2.1872
H -18.2951 -4.4790 1.4466
H -19.6167 -4.4511 0.2280
H -17.9648 -2.2874 1.4925
H -18.3161 -2.4687 -0.2461
C -21.6366 -7.8245 8.2306
C -22.3055 -8.3680 6.9775
C -21.3623 -8.5091 5.7829
C -20.7414 -7.2397 5.4316
N -20.2575 -6.2353 5.1538
H -20.9028 -8.5497 8.5821
H -22.3684 -7.7008 9.0288
H -21.1663 -6.8680 8.0022
H -23.1877 -7.7674 6.7557
H -22.7581 -9.3518 7.1021
H -21.8297 -8.8293 4.8517
H -20.5934 -9.2647 5.9440
*
```

For the highest occupied orbital energy, the calculation gives -9.51 eV. The lowest unoccupied orbital energy is -0.15 eV. The value obtained for the calculated total energy is -2356.87041 hartree. Its energy relative to the best compared isomer or geometry (same formula, charge and spin) is 0.886 eV. The SMILES is O=C1CCCO1.O=C1CCCO1.O=C1CCCO1.O=C1CCCO1.O=C1CCCO1.O=C1CCCO1.O=C1CCCO1.CCCC#N. The HOMO-LUMO gap is 9.361 eV.

=====

[3]
Density functional theory data (the ωB97M-V functional and the def2-TZVPD basis) for a 2-piece molecular cluster, C6H12O overall.

```
! wB97M-V def2-TZVPD RIJCOSX def2/J DEFGRID3
* xyz 0 1
C 0.7729 1.1534 0.8292
C 1.6555 0.1500 0.9161
C 2.3711 -0.3592 -0.2816
O 1.9721 -0.5083 2.0462
H 0.1328 0.8160 0.0485
H 0.3752 1.5928 1.7406
H 1.9865 0.0599 -1.2162
H 2.3991 -1.4498 -0.2730
H 3.3761 0.0349 -0.1070
H 1.4344 -0.0839 2.7251
C -1.6816 0.8776 -1.6281
C -2.0461 0.3000 -0.4879
C -1.8547 -1.1546 -0.1681
H -1.2117 0.3049 -2.4268
H -1.7918 1.9466 -1.7851
H -2.4771 0.9144 0.3040
H -1.4531 -1.6942 -1.0320
H -2.8034 -1.6164 0.1269
H -1.1561 -1.2842 0.6691
*
```

For the highest occupied orbital energy, the calculation gives -8.41 eV. The lowest unoccupied orbital energy is 0.87 eV. The value obtained for the calculated total energy is -310.96274 hartree. Its energy relative to the best compared isomer or geometry (same formula, charge and spin) is 2.627 eV. The SMILES is C=C(C)O.C=CC. The HOMO-LUMO gap is 9.280 eV.